An isolated ion of composition C6H12IN2S and charge +1, computed with ωB97M-V/def2-TZVPD.

## Properties
HOMO-LUMO gap in Eh: 0.282
Net charge: +1
ΔE to the lowest compared entry with this formula, charge and spin in eV: 1.808
HOMO in eV: -12.78

Geometry (Å):
C  -1.0069  -0.8905  0.1809
C  1.4841  -0.7814  0.6421
C  -2.4392  -1.1023  0.2375
C  -1.0442  1.3334  -1.1428
C  1.7162  0.5823  -1.3561
C  -0.3782  0.5685  0.0708
N  1.1118  -0.2831  2.3251
N  1.0272  0.2227  -0.1011
S  0.0398  -2.0666  0.3546
I  3.4433  -1.4674  0.6548
H  -2.5401  -2.1099  0.7188
H  -2.9200  -0.2721  0.8433
H  -2.8835  -1.0485  -0.7685
H  -0.5679  2.2872  -1.2748
H  -1.0115  0.6067  -1.9651
H  -2.0688  1.6365  -0.8249
H  1.0665  1.3944  -1.6217
H  1.6514  -0.1886  -2.1800
H  2.8024  0.9192  -1.2050
H  -0.4686  1.1393  0.9896
H  1.6240  0.6204  2.4543
H  1.3622  -1.1004  2.9682